--- 1 ---
{
  "formula": "C5H14",
  "method": "the ωB97M-V functional and the def2-TZVPD basis",
  "e_homo_ev": -10.841,
  "orbital_gap_ev": 11.964,
  "elements": ["C", "C", "H", "H", "H", "H", "H", "H", "C", "C", "C", "H", "H", "H", "H", "H", "H", "H", "H"],
  "coordinates": [[-0.79267, -1.77469, 0.86699], [0.37257, -1.74064, 1.83574], [-1.21182, -0.77062, 0.79070], [-0.60024, -1.98557, -0.21374], [-1.31956, -2.69309, 1.10576], [0.58513, -2.76393, 2.19630], [0.01762, -1.29937, 2.77539], [1.36080, -1.32556, 1.63344], [0.51939, 1.47520, -1.53681], [-1.01906, 1.72155, -1.24213], [1.13452, 0.80564, -0.36584], [0.95392, 2.41159, -1.91844], [0.42168, 0.80707, -2.41702], [-1.13506, 2.44151, -0.42368], [-1.64440, 2.10477, -2.03530], [2.25683, 0.94083, -0.16748], [-1.59702, 0.80306, -1.03415], [0.77978, -0.23748, -0.51143], [0.91760, 1.07972, 0.66169]],
  "mulliken_charge": [-0.7965, -0.8807, 0.1866, 0.2954, 0.3403, 0.3471, 0.2549, 0.2881, -0.2672, -1.1148, -0.8269, 0.2982, 0.2248, 0.2935, 0.3839, 0.2862, 0.2307, 0.0809, 0.3752]
}

--- 2 ---
{
  "formula": "C5H14",
  "method": "the ωB97M-V functional and the def2-TZVPD basis",
  "e_homo_ev": -11.051,
  "orbital_gap_ev": 12.198,
  "elements": ["C", "C", "H", "H", "H", "H", "H", "H", "C", "C", "C", "H", "H", "H", "H", "H", "H", "H", "H"],
  "coordinates": [[-1.40892, -2.15941, -2.64330], [-1.08500, -1.13811, -1.54434], [-2.38146, -1.99372, -3.10170], [-0.69690, -2.05811, -3.46859], [-1.39502, -3.20186, -2.33830], [-0.47875, -0.33918, -1.97819], [-0.58494, -1.65097, -0.73853], [-1.96367, -0.53847, -1.30431], [1.27820, 1.42373, 1.75670], [1.56659, 0.46106, 0.62161], [-0.22135, 1.57090, 2.04189], [1.82968, 1.17095, 2.67641], [1.76410, 2.39768, 1.62468], [1.04996, -0.49196, 0.75936], [2.59382, 0.17170, 0.40135], [-0.57423, 0.67144, 2.54395], [-0.41511, 2.54039, 2.48238], [1.19519, 0.93005, -0.29412], [-0.77674, 1.51907, 1.09663]],
  "mulliken_charge": [-0.9391, -0.6811, 0.2779, 0.2476, 0.2863, 0.2700, 0.2200, 0.3151, -0.3355, -0.9645, -0.9693, 0.2926, 0.3066, 0.1859, 0.3962, 0.2951, 0.3255, 0.2370, 0.2335]
}

Which one is most stable, and which one is least stable? 2 is the most stable of them, while 1 is the least stable.

--- 1 ---
{
  "formula": "C5H14",
  "method": "the ωB97M-V functional and the def2-TZVPD basis",
  "e_homo_ev": -10.981,
  "orbital_gap_ev": 12.088,
  "elements": ["C", "C", "H", "H", "H", "H", "H", "H", "C", "C", "C", "H", "H", "H", "H", "H", "H", "H", "H"],
  "coordinates": [[-1.01558, -0.40664, 1.98773], [0.08229, -1.11619, 2.82261], [-0.49582, 0.09128, 1.16204], [-1.74747, -1.24500, 1.78470], [-1.55776, 0.37294, 2.56097], [0.97826, -0.35781, 2.95971], [0.24701, -2.18299, 2.49084], [-0.37868, -1.22487, 3.84781], [0.41356, 0.55060, -2.34354], [1.23425, 1.22202, -1.13891], [-0.64527, -0.22628, -1.63837], [0.04548, 1.44204, -2.76157], [0.96996, 0.03682, -3.12401], [2.11763, 1.76732, -1.49672], [-1.35274, -0.70053, -2.32091], [-0.23530, -1.03321, -1.16892], [1.61051, 0.40562, -0.38640], [0.60399, 2.03833, -0.77955], [-1.22060, 0.44902, -0.90506]],
  "mulliken_charge": [-0.3021, -0.8871, -0.2619, 0.2699, 0.3431, 0.2538, 0.2687, 0.2969, -0.3257, -1.0287, -1.0355, 0.2363, 0.3577, 0.3489, 0.3750, 0.3384, 0.1981, 0.3344, 0.2199]
}

--- 2 ---
{
  "formula": "C5H14",
  "method": "the ωB97M-V functional and the def2-TZVPD basis",
  "e_homo_ev": -11.394,
  "orbital_gap_ev": 12.515,
  "elements": ["C", "C", "H", "H", "H", "H", "H", "H", "C", "C", "C", "H", "H", "H", "H", "H", "H", "H", "H"],
  "coordinates": [[1.56717, -1.56951, -1.61049], [0.63507, -2.65816, -1.07319], [1.94077, -1.71063, -2.62740], [1.06491, -0.59972, -1.67988], [2.41124, -1.34697, -0.95428], [0.81546, -3.61206, -1.54822], [0.83189, -2.74837, -0.00036], [-0.41007, -2.37367, -1.14255], [-1.27937, 1.88039, 1.12155], [-0.94365, 1.41730, -0.30349], [-0.29191, 1.34963, 2.14440], [-1.20855, 2.97471, 1.13292], [-2.32280, 1.66120, 1.32841], [-0.48735, 0.42098, -0.28066], [0.67707, 1.81023, 1.96714], [-0.24624, 2.01808, -0.87174], [-1.86651, 1.28698, -0.86829], [-0.64685, 1.54204, 3.16188], [-0.24026, 0.25756, 2.10425]],
  "mulliken_charge": [-0.7050, -0.8076, 0.3160, 0.1367, 0.2688, 0.3166, 0.2382, 0.2576, -0.2683, -0.7165, -1.0640, 0.2228, 0.3103, -0.0895, 0.2904, 0.3397, 0.3396, 0.3364, 0.2777]
}

Which one is most stable, and which one is least stable? 2 is the most stable of them, while 1 is the least stable.

--- 1 ---
{
  "formula": "C4H10O3",
  "method": "the ωB97M-V functional and the def2-TZVPD basis",
  "e_homo_ev": -8.364,
  "orbital_gap_ev": 8.831,
  "elements": ["C", "C", "O", "C", "C", "H", "H", "H", "H", "H", "H", "H", "H", "O", "H", "H", "O"],
  "coordinates": [[-0.70251, -1.72872, 1.47400], [-0.34320, -0.67989, 0.74041], [0.75109, 0.07360, 1.11130], [-1.08758, -0.14755, -0.40512], [-1.06654, 1.15253, -0.69101], [-0.18088, -2.01300, 2.37720], [-1.51506, -2.37484, 1.18258], [0.77419, 0.22199, 2.04444], [-1.45991, -0.84878, -1.14185], [-0.54820, 1.87592, -0.07996], [-1.46615, 1.56116, -1.60918], [1.70705, 0.87370, 4.03876], [1.68349, -0.46081, 4.61430], [1.66099, -0.05307, 3.74786], [-0.14360, 0.80315, -5.53843], [1.11244, 0.93196, -6.37850], [0.82437, 0.81266, -5.48680]],
  "mulliken_charge": [-0.8480, 0.7113, -0.4756, -0.3614, -0.6214, 0.2490, 0.2634, 0.3539, 0.2779, 0.2315, 0.2639, 0.3059, 0.3049, -0.6542, 0.3181, 0.3134, -0.6325]
}

--- 2 ---
{
  "formula": "C4H10O3",
  "method": "the ωB97M-V functional and the def2-TZVPD basis",
  "e_homo_ev": [-6.711, -7.730],
  "orbital_gap_ev": [6.735, 8.673],
  "elements": ["C", "O", "C", "C", "O", "C", "O", "H", "H", "H", "H", "H", "H", "H", "H", "H", "H"],
  "coordinates": [[2.74118, -0.19699, -0.18735], [1.67435, 0.12872, 0.66015], [0.47023, 0.24439, 0.00520], [-0.70078, -0.07817, 0.88641], [-1.37826, 1.05570, 1.44579], [-1.63865, -0.87531, 0.14595], [-2.82075, -0.35134, -0.11499], [3.63759, -0.14709, 0.42891], [2.83186, 0.50148, -1.03506], [2.62257, -1.21695, -0.58295], [-0.92659, 1.03837, -1.84004], [0.48047, -0.23210, -0.98163], [-0.33875, -0.73204, 1.69018], [-0.91212, 1.81466, 1.05650], [-1.52542, -1.92259, -0.08085], [-1.41784, 0.48139, -1.90373], [-2.79909, 0.48788, 0.40752]],
  "mulliken_charge": [-0.7318, -0.2946, -0.8468, 1.1044, -0.6105, -0.8261, -0.4916, 0.2510, 0.3151, 0.3258, 0.0424, 0.3039, 0.1771, 0.3902, 0.4416, 0.0044, 0.4454]
}

--- 3 ---
{
  "formula": "C4H10O3",
  "method": "the ωB97M-V functional and the def2-TZVPD basis",
  "e_homo_ev": -8.548,
  "orbital_gap_ev": 8.766,
  "elements": ["C", "C", "C", "C", "O", "H", "H", "H", "H", "H", "H", "H", "H", "O", "H", "H", "O"],
  "coordinates": [[-1.26725, 0.37072, 1.30275], [-1.38973, 1.19446, 0.26112], [-1.23914, 0.88343, -1.16696], [-1.07901, -0.31046, -1.73722], [-1.32660, -1.48754, -1.06323], [-1.33511, 0.76367, 2.31060], [-1.29741, -0.70864, 1.23885], [-1.18952, 2.24985, 0.43559], [-1.24919, 1.72718, -1.84443], [-0.84053, -0.40902, -2.79388], [-0.49849, -1.97100, -1.08046], [2.22549, -1.80988, 0.15547], [1.85514, -1.36075, -1.25228], [1.52536, -1.86581, -0.50016], [1.85204, 1.00617, 1.27616], [2.81466, 0.48978, 2.45951], [2.43927, 1.23785, 1.99856]],
  "mulliken_charge": [-0.7259, -0.1950, -0.1379, -0.3215, -0.4543, 0.2498, 0.2957, 0.2765, 0.3195, 0.3927, 0.3172, 0.2856, 0.3202, -0.6204, 0.3274, 0.3065, -0.6360]
}

--- 4 ---
{
  "formula": "C4H10O3",
  "method": "the ωB97M-V functional and the def2-TZVPD basis",
  "e_homo_ev": -9.713,
  "orbital_gap_ev": 10.447,
  "elements": ["O", "C", "C", "C", "C", "O", "H", "H", "H", "H", "H", "H", "H", "H", "H", "H", "O"],
  "coordinates": [[-4.38809, -1.26970, 1.14449], [-3.29326, -1.62346, 0.79748], [-2.17740, -0.67784, 0.47610], [-0.73345, -1.21958, 0.49165], [0.11368, -0.29019, -0.42917], [0.68589, 0.74945, 0.34323], [-3.03344, -2.69766, 0.65342], [-2.46771, -0.30373, -0.52184], [-2.30798, 0.27150, 1.00656], [-0.44184, -1.06590, 1.51856], [-0.81489, -2.20689, 0.03716], [-0.48761, 0.26997, -1.13782], [0.80203, -0.94582, -0.97235], [1.43357, 0.48204, 0.88531], [5.73269, 4.01275, -0.83467], [5.94746, 2.88303, -1.80148], [5.43036, 3.63204, -1.65663]],
  "mulliken_charge": [-0.4784, -0.0242, -0.6057, -0.3173, -0.5318, -0.5288, 0.2916, 0.2910, 0.3530, 0.2436, 0.3914, 0.3238, 0.2826, 0.3091, 0.3178, 0.3065, -0.6244]
}

Which one is most stable, and which one is least stable? 4 is the most stable of them, while 2 is the least stable.

--- 1 ---
{
  "formula": "C4H10O3",
  "method": "the ωB97M-V functional and the def2-TZVPD basis",
  "e_homo_ev": -8.378,
  "orbital_gap_ev": 8.220,
  "elements": ["C", "C", "O", "C", "C", "H", "H", "H", "H", "H", "H", "H", "H", "O", "H", "H", "O"],
  "coordinates": [[0.70390, 1.07617, -1.82065], [0.64194, -0.00225, -1.03763], [1.57441, -0.12719, -0.05799], [-0.29731, -1.10902, -1.34386], [-1.34426, -1.49945, -0.56130], [1.58371, 1.65250, -2.06234], [-0.11515, 1.34552, -2.48268], [1.23676, -0.34421, 0.84537], [-0.26408, -1.47911, -2.36698], [-1.35592, -2.11424, 0.33850], [-2.35639, -1.46654, -0.97591], [-0.29167, 1.88295, 0.64236], [-0.92240, 2.19915, 2.01220], [-0.14504, 1.81788, 1.59479], [0.60354, 0.20752, 2.55929], [-0.00374, -1.31212, 2.35034], [0.75169, -0.72756, 2.36648]],
  "mulliken_charge": [-0.7684, 0.4904, -0.5378, -0.4015, -0.5733, 0.2620, 0.3072, 0.4525, 0.3348, 0.2188, 0.2371, 0.3179, 0.3047, -0.6332, 0.3713, 0.3097, -0.6921]
}

--- 2 ---
{
  "formula": "C4H10O3",
  "method": "the ωB97M-V functional and the def2-TZVPD basis",
  "e_homo_ev": -9.126,
  "orbital_gap_ev": 9.955,
  "elements": ["C", "C", "C", "O", "O", "H", "H", "H", "H", "H", "H", "C", "O", "H", "H", "H", "H"],
  "coordinates": [[-1.77950, 0.07060, 0.02353], [0.70158, 0.66555, 1.80846], [0.49561, 0.55650, 0.33343], [-2.02820, 0.65443, -1.22950], [0.60877, 1.40835, -0.51015], [-1.28784, 1.26153, -1.40983], [-1.99722, 0.76130, 0.84414], [-2.45428, -0.78461, 0.14850], [0.04966, 1.44996, 2.19668], [0.46114, -0.26691, 2.31770], [1.74569, 0.92360, 1.99451], [1.26588, -1.21074, -1.35083], [0.74510, -0.98663, -0.03990], [-0.72871, -0.67039, -0.04361], [0.48576, -1.66503, -1.96745], [1.59233, -0.28557, -1.83525], [2.12423, -1.88195, -1.28044]],
  "mulliken_charge": [-0.5171, -1.1454, 0.7637, -0.5155, -0.5748, 0.3493, 0.2455, 0.3457, 0.3469, 0.3033, 0.3520, -0.6661, -0.4711, 0.3568, 0.2855, 0.2983, 0.2429]
}

Which one is most stable, and which one is least stable? 2 is the most stable of them, while 1 is the least stable.